Record 1
{"formula": "C42H55IrN11O2PS2", "method": "ωB97M-V with the def2-TZVPD basis set", "energy_ev": -98709.920, "charge": 2, "s2": 6.043, "gap_ha": [0.25181, 0.17702], "multiplicity": 5, "species": ["Ir", "S", "C", "N", "C", "C", "N", "C", "C", "C", "C", "C", "C", "C", "C", "S", "C", "C", "C", "C", "C", "C", "C", "H", "H", "H", "H", "H", "H", "H", "H", "H", "H", "H", "H", "H", "H", "H", "H", "H", "H", "O", "N", "C", "C", "N", "C", "N", "O", "P", "N", "C", "C", "C", "C", "N", "C", "C", "C", "C", "N", "C", "C", "C", "C", "H", "H", "H", "H", "H", "H", "H", "H", "H", "H", "H", "H", "H", "H", "H", "H", "H", "H", "H", "H", "H", "H", "H", "H", "N", "C", "C", "N", "H", "H", "H", "H", "H", "H", "H", "H", "H", "N", "C", "C", "C", "C", "C", "C", "C", "H", "H", "H", "H"], "coordinates": [[-2.091, -0.492, -0.796], [-4.090, -1.698, -0.728], [-3.453, -3.330, -0.734], [-4.280, -4.379, -0.998], [-3.829, -5.666, -1.534], [-2.374, -6.026, -1.071], [-1.559, -4.870, -0.625], [-0.107, -5.189, -0.713], [0.515, -5.684, 0.536], [1.732, -6.335, 0.415], [2.477, -6.778, 1.538], [1.887, -6.783, 2.787], [0.637, -6.159, 2.890], [-0.059, -5.640, 1.810], [-2.113, -3.637, -0.429], [-1.028, -2.395, 0.156], [-5.676, -4.197, -0.625], [-6.096, -4.041, 0.834], [-7.425, -4.270, 1.202], [-7.751, -4.421, 2.511], [-6.893, -4.199, 3.556], [-5.611, -3.722, 3.237], [-5.183, -3.752, 1.877], [-3.970, -5.716, -2.653], [-4.444, -6.473, -1.123], [-1.986, -6.509, -2.039], [-2.401, -6.750, -0.192], [0.406, -4.235, -0.994], [0.021, -5.925, -1.469], [2.147, -6.522, -0.562], [3.431, -7.357, 1.376], [2.338, -7.247, 3.663], [0.074, -6.216, 3.828], [-1.065, -5.280, 1.973], [-6.153, -5.143, -0.956], [-6.091, -3.421, -1.306], [-8.222, -4.564, 0.484], [-8.736, -4.791, 2.829], [-7.189, -4.373, 4.575], [-4.951, -3.262, 3.970], [-4.135, -3.500, 1.595], [-1.260, -0.880, -2.501], [-0.752, -2.008, -2.791], [0.512, -1.922, -3.211], [1.208, -0.720, -3.015], [1.649, 0.364, -2.964], [1.201, -3.109, -3.377], [1.902, -4.047, -3.496], [1.712, 3.457, -0.339], [3.051, 4.031, -0.247], [3.136, 5.644, -0.059], [4.108, 6.610, -0.709], [3.364, 7.879, -0.978], [2.233, 7.779, 0.023], [1.786, 6.348, 0.063], [4.071, 3.431, -1.480], [5.463, 3.823, -1.897], [6.041, 2.513, -2.456], [4.861, 1.733, -3.050], [3.661, 2.140, -2.225], [3.580, 3.283, 1.553], [3.224, 1.821, 1.790], [3.963, 1.434, 3.059], [4.994, 2.586, 3.266], [4.968, 3.422, 1.955], [4.462, 6.165, -1.703], [4.966, 6.775, -0.061], [3.109, 8.031, -2.068], [4.069, 8.676, -0.718], [1.370, 8.283, -0.181], [2.604, 8.107, 0.988], [1.169, 6.122, -0.808], [1.394, 5.905, 0.989], [6.023, 4.392, -1.171], [5.395, 4.460, -2.770], [6.653, 2.048, -1.632], [6.925, 2.662, -3.172], [5.053, 0.646, -3.106], [4.678, 1.967, -4.093], [3.426, 1.360, -1.429], [2.726, 2.332, -2.768], [3.664, 1.285, 0.935], [2.127, 1.634, 1.816], [4.617, 0.561, 2.932], [3.396, 1.187, 3.953], [5.999, 2.093, 3.450], [4.599, 3.123, 4.129], [5.691, 3.072, 1.215], [5.196, 4.479, 2.118], [-0.515, 0.383, 3.206], [-1.585, 1.358, 2.850], [-1.909, 1.546, 1.383], [-2.516, 0.272, 0.949], [-0.546, 0.086, 4.196], [2.966, 3.885, 2.130], [-0.686, -0.472, 2.696], [-1.157, 2.301, 3.200], [-2.515, 1.235, 3.387], [-1.050, 1.853, 0.798], [-2.554, 2.423, 1.363], [-3.545, 0.333, 0.915], [-2.244, -0.452, 1.656], [-3.821, 5.964, -3.783], [-3.494, 4.936, -3.391], [-3.158, 3.687, -2.742], [-1.874, 3.378, -2.348], [-1.701, 2.101, -1.883], [-2.760, 1.200, -1.719], [-4.071, 1.504, -2.197], [-4.229, 2.801, -2.750], [-1.072, 4.098, -2.665], [-0.677, 1.754, -1.552], [-4.872, 0.777, -2.229], [-5.105, 3.018, -3.331]]}

***

Record 2
{"formula": "C42H56AsLiN5OPSSi", "method": "ωB97M-V with the def2-TZVPD basis set", "energy_ev": -143011.076, "gap_ha": 0.24373, "species": ["Li", "N", "P", "C", "C", "C", "C", "C", "C", "C", "C", "C", "C", "C", "C", "C", "C", "C", "C", "C", "N", "H", "H", "H", "H", "H", "H", "H", "H", "H", "H", "H", "H", "H", "H", "H", "C", "Si", "C", "C", "N", "C", "C", "C", "C", "C", "C", "O", "C", "C", "C", "C", "C", "C", "H", "H", "H", "H", "H", "H", "H", "H", "H", "H", "H", "H", "H", "H", "H", "H", "H", "H", "S", "C", "N", "C", "C", "C", "N", "H", "H", "H", "H", "H", "H", "H", "H", "C", "C", "As", "C", "C", "C", "C", "H", "H", "H", "H", "H", "H", "H", "H", "H", "H", "H", "H", "H", "H", "H"], "coordinates": [[-0.297, -0.763, -0.435], [-2.510, -0.908, 1.904], [-1.753, 0.523, 1.351], [-3.114, 1.385, 0.481], [-3.121, 1.345, -0.912], [-4.153, 1.941, -1.624], [-5.175, 2.595, -0.954], [-5.170, 2.653, 0.435], [-4.146, 2.049, 1.147], [-1.648, 1.505, 2.881], [-1.266, 2.842, 2.756], [-1.135, 3.644, 3.876], [-1.377, 3.118, 5.140], [-1.739, 1.787, 5.273], [-1.869, 0.981, 4.149], [-2.116, -2.182, 1.532], [-2.764, -3.303, 2.069], [-2.338, -4.553, 1.686], [-1.282, -4.678, 0.784], [-0.715, -3.518, 0.303], [-1.118, -2.297, 0.665], [-3.368, -0.863, 2.435], [-2.309, 0.859, -1.448], [-4.153, 1.908, -2.707], [-5.973, 3.067, -1.513], [-5.964, 3.168, 0.960], [-4.138, 2.108, 2.230], [-1.072, 3.259, 1.773], [-0.840, 4.680, 3.765], [-1.276, 3.745, 6.017], [-1.912, 1.366, 6.255], [-2.111, -0.067, 4.270], [-3.575, -3.175, 2.774], [-2.826, -5.433, 2.085], [-0.930, -5.643, 0.449], [0.090, -3.543, -0.425], [-3.119, -2.206, -1.953], [-1.786, -1.691, -3.183], [-1.333, -3.252, -4.137], [-2.620, -0.511, -4.405], [-0.459, -1.037, -2.327], [0.794, -0.970, -2.865], [1.120, -0.946, -4.239], [2.429, -0.964, -4.705], [3.497, -0.989, -3.825], [3.233, -0.974, -2.455], [1.930, -0.943, -2.011], [1.604, -0.949, -0.641], [2.628, -0.791, 0.273], [3.255, -1.911, 0.788], [4.268, -1.744, 1.720], [4.634, -0.471, 2.137], [3.978, 0.641, 1.624], [2.972, 0.486, 0.681], [-4.088, -2.287, -2.456], [-3.240, -1.504, -1.125], [-2.886, -3.187, -1.525], [-2.247, -3.763, -4.456], [-0.777, -3.938, -3.491], [-0.726, -3.065, -5.024], [-3.431, -1.023, -4.932], [-1.928, -0.122, -5.155], [-3.054, 0.349, -3.887], [0.308, -0.931, -4.957], [2.606, -0.960, -5.774], [4.518, -1.006, -4.180], [4.048, -0.978, -1.743], [2.946, -2.890, 0.445], [4.784, -2.613, 2.113], [5.428, -0.343, 2.862], [4.255, 1.634, 1.956], [2.441, 1.334, 0.262], [0.569, -1.301, 3.560], [1.922, -2.185, 3.999], [2.900, -1.649, 4.753], [4.110, -2.335, 5.171], [3.853, -3.830, 5.229], [3.247, -4.280, 3.912], [2.077, -3.470, 3.620], [2.766, -0.677, 4.976], [4.402, -1.955, 6.149], [4.931, -2.121, 4.478], [3.163, -4.054, 6.044], [4.786, -4.361, 5.417], [2.941, -5.324, 3.958], [3.989, -4.192, 3.110], [1.323, -3.833, 3.060], [-1.758, 4.658, -0.793], [-0.261, 4.632, -1.070], [0.413, 2.855, -1.612], [2.139, 3.501, -2.323], [2.753, 2.534, -3.327], [-0.555, 2.648, -3.315], [-0.550, 3.842, -4.258], [-2.083, 5.641, -0.444], [-2.050, 3.925, -0.040], [-2.330, 4.425, -1.694], [0.307, 4.911, -0.178], [0.000, 5.356, -1.845], [2.798, 3.640, -1.463], [1.983, 4.487, -2.767], [2.787, 1.515, -2.942], [3.774, 2.824, -3.586], [2.178, 2.504, -4.254], [-1.576, 2.364, -3.052], [-0.116, 1.762, -3.781], [-1.045, 4.709, -3.817], [-1.073, 3.606, -5.188], [0.465, 4.144, -4.523]]}